[1]
Density functional theory data (ωB97M-V/def2-TZVPD) for 2 unconnected molecules or ions with the total composition C6H13NO2.

```
22
Properties=species:S:1:pos:R:3
O 0.342 -1.431 -1.128
O -1.857 0.922 -0.996
N -0.096 1.972 0.957
C -1.609 0.235 0.152
C -2.349 -1.034 0.386
C 1.667 0.539 -1.355
C -0.550 0.650 0.933
C 1.091 -0.601 -0.530
C 2.034 -1.136 0.530
H 2.871 -1.654 0.054
H -0.296 2.439 0.074
H 2.417 -0.320 1.149
H -2.639 -1.515 -0.553
H 0.877 0.996 -1.955
H -0.429 2.498 1.759
H -3.243 -0.841 0.987
H -0.423 0.152 1.892
H -1.679 -1.746 0.884
H -2.178 0.293 -1.666
H 1.497 -1.857 1.152
H 2.117 1.294 -0.706
H 2.437 0.145 -2.020
```

Results
* energy relative to the best compared isomer or geometry (same formula, charge and spin): 56.64 kcal/mol
* SMILES string: C/C(O)=C/N.CC(C)=O
* HOMO-LUMO gap: 8.3 eV

***

[2]
Density functional theory data (ωB97M-V/def2-TZVPD) for 3 unconnected molecules or ions with the total composition CH2NO3P.

```
8
Properties=species:S:1:pos:R:3
P -0.669 -1.028 1.910
O -1.769 -0.047 2.270
O -0.980 -2.175 1.082
O 0.616 -0.944 2.628
N 0.053 0.427 -0.371
C 0.725 0.755 -1.290
H 1.056 1.051 -2.262
H 0.969 1.960 -3.967
```

Results
* energy relative to the best compared isomer or geometry (same formula, charge and spin): 34.41 kcal/mol
* net charge: -2
* HOMO-LUMO gap: 6.1 eV

***

[3]
Density functional theory data (ωB97M-V/def2-TZVPD) for a gas-phase ion, CH7N4S (charge +1).

```
13
Properties=species:S:1:pos:R:3
S 1.210 -1.169 -2.509
N 1.351 -0.444 0.089
N -0.907 0.054 1.343
N -0.895 1.028 0.357
N -0.534 0.242 -1.108
C 0.623 -0.398 -1.218
H -0.669 0.501 2.226
H -1.064 0.546 -1.906
H 0.585 -0.514 0.842
H -1.773 -0.477 1.438
H -1.809 1.408 0.112
H 2.028 -1.217 0.088
H 1.854 0.440 0.246
```

Results
* energy relative to the best compared isomer or geometry (same formula, charge and spin): 43.26 kcal/mol
* SMILES string: NNNC([NH3+])=S
* net charge: +1
* HOMO-LUMO gap: 9.6 eV

***

[4]
Density functional theory data (ωB97M-V/def2-TZVPD) for 2 unconnected molecules or ions with the total composition C4H7NO.

```
13
Properties=species:S:1:pos:R:3
O 2.428 1.124 -0.263
N -0.930 0.745 0.553
C -1.833 -0.200 1.171
C 1.240 1.351 -0.233
C 0.268 0.387 0.363
C 1.013 -0.885 -2.053
H 0.675 -0.599 0.651
H -2.131 0.193 2.148
H -2.740 -0.272 0.562
H 0.527 -1.820 -1.689
H -1.401 -1.204 1.305
H 0.789 2.284 -0.619
H 2.093 -1.103 -1.897
```

Results
* energy relative to the best compared isomer or geometry (same formula, charge and spin): 149.32 kcal/mol
* HOMO-LUMO gap (spin up / spin down): 8.6 / 8.6 eV

***

[5]
Density functional theory data (ωB97M-V/def2-TZVPD) for a single C3H6O molecule.

```
10
Properties=species:S:1:pos:R:3
O 0.213 -1.667 -0.897
C 0.124 0.233 0.718
C -0.374 -0.708 -0.419
C 0.053 1.751 0.516
H 0.940 2.068 -0.156
H -1.182 -0.320 -1.112
H -0.089 2.413 1.282
H -0.550 -0.125 1.554
H 1.197 -0.241 0.881
H -0.839 1.883 -0.162
```

Results
* energy relative to the best compared isomer or geometry (same formula, charge and spin): 27.97 kcal/mol
* SMILES string: CCC=O
* HOMO-LUMO gap: 10.8 eV

***

[6]
Density functional theory data (ωB97M-V/def2-TZVPD) for 9 unconnected molecules or ions with the total composition C29H78ClN10O17.

```
135
Properties=species:S:1:pos:R:3
Cl 1.235 -0.320 0.526
O 1.711 5.226 -0.116
O 0.907 0.328 1.722
O 5.203 -2.766 -2.501
O 8.717 -1.657 0.848
O -3.672 0.320 6.787
O -2.820 -1.746 -2.275
O -0.537 -3.203 -3.318
O 1.422 -1.750 0.741
O -0.162 -2.618 5.174
O 0.288 -0.129 -0.525
O 4.975 0.724 4.279
O -1.544 -0.723 -4.365
O -3.226 2.627 0.809
O -1.339 -3.558 -8.821
O 2.418 0.348 0.040
O -7.334 5.637 0.533
O 3.656 -1.125 -4.278
N -5.166 4.210 -0.263
N -2.080 1.214 -5.168
N -2.849 -0.236 -0.619
N -4.737 -0.870 -1.465
N 2.708 3.432 0.741
N 5.939 -1.566 2.220
N -0.693 1.144 -3.461
N -1.011 -0.231 6.331
N 1.420 3.199 -0.998
N -1.519 -3.056 -5.903
C 7.674 -2.550 0.811
C -1.588 1.081 6.011
C -6.098 5.841 1.270
C -2.193 -4.351 -8.081
C -1.837 -2.345 -9.353
C 0.303 -0.311 5.679
C 0.258 -2.961 -2.166
C -4.090 3.786 -1.176
C -4.533 0.238 7.964
C -4.900 5.548 0.316
C -2.640 1.333 7.041
C 0.391 -3.708 -4.388
C -1.474 0.466 -4.309
C 0.888 -1.798 5.676
C -0.432 -4.033 -5.657
C 3.843 -2.318 -2.220
C 1.963 4.034 -0.168
C 0.060 -2.887 3.778
C -8.433 5.702 1.371
C 4.399 1.143 5.514
C -3.423 -0.948 -1.544
C -2.860 3.377 -0.373
C -2.593 -3.677 -6.710
C 10.012 -2.157 0.917
C -2.101 2.228 1.628
C 6.349 -1.763 0.844
C 4.726 -0.660 2.274
C 3.518 -0.991 -2.865
C 4.174 -0.214 3.613
H -3.882 4.504 -1.970
H 3.580 -2.238 -1.165
H -0.586 -3.665 3.372
H -0.861 -5.035 -5.634
H 1.029 -2.103 6.712
H -2.056 2.962 -0.982
H 0.909 0.292 6.354
H 7.749 -3.271 -0.003
H 3.116 -3.006 -2.652
H 10.202 -2.706 1.839
H -4.888 3.543 0.442
H 2.508 -0.594 -2.760
H 10.830 -1.458 0.741
H 3.952 -1.137 1.673
H 5.386 -2.402 -3.371
H 1.167 -2.990 -4.654
H -3.971 5.528 0.885
H 3.893 0.398 6.128
H -2.094 -1.685 -8.524
H 1.078 -3.238 3.609
H -1.879 1.236 1.234
H 3.549 -0.264 -4.689
H -3.830 -0.080 8.734
H -4.976 1.219 8.138
H -1.158 -1.807 -10.014
H -3.144 -4.517 -8.587
H -3.417 -2.979 -6.858
H 3.606 1.871 5.342
H 0.155 -4.139 -6.570
H 3.241 0.336 3.497
H 6.674 -1.248 2.834
H 10.226 -2.844 0.099
H 4.008 -1.016 4.332
H -2.447 4.267 0.101
H 4.959 0.205 1.652
H 5.240 1.629 6.008
H -0.343 -2.659 -1.309
H -6.002 6.850 1.672
H -1.976 1.148 4.994
H -6.032 5.077 2.044
H 1.432 2.207 -0.811
H -2.788 -2.521 -9.855
H -0.094 -2.086 3.056
H -1.325 2.989 1.535
H 0.893 -4.657 -4.201
H -9.382 5.512 0.870
H -0.673 2.154 -3.454
H 2.681 2.423 0.761
H 7.612 -3.146 1.722
H -5.341 -0.493 7.910
H -4.393 2.879 -1.698
H 0.672 -3.924 -1.867
H 4.220 -0.262 -2.460
H 0.708 3.557 -1.619
H 0.330 0.163 4.698
H -0.093 0.564 -2.892
H -1.768 -5.349 -7.968
H -2.726 0.776 -5.809
H -2.124 1.165 7.986
H -1.004 -2.419 -6.494
H -0.844 1.871 6.117
H 5.653 -2.389 0.285
H -5.222 -1.144 -2.308
H -8.464 6.683 1.845
H 3.191 3.985 1.434
H 1.802 -1.847 5.084
H -3.406 0.469 -0.156
H -4.704 6.289 -0.459
H 1.048 -2.225 -2.319
H -8.352 5.061 2.249
H -2.984 -4.512 -6.129
H -1.776 2.177 -5.198
H 6.632 -0.791 0.441
H -1.850 -0.275 -0.476
H -5.232 -0.293 -0.800
H -2.390 2.156 2.676
H -1.619 -1.003 6.099
H -3.108 2.313 7.139
```

Results
* 2S+1: 2
* net charge: -2
* HOMO-LUMO gap (spin up / spin down): 1.2 / 7.4 eV

***

[7]
Density functional theory data (ωB97M-V/def2-TZVPD) for a single C8H11FN2 molecule.

```
22
Properties=species:S:1:pos:R:3
F 1.794 -0.498 0.074
N 0.081 -0.139 1.684
N 0.800 -0.355 2.994
C -0.104 -3.777 2.087
C 0.011 0.754 -0.638
C -1.023 1.900 -0.362
C 0.126 -1.318 2.553
C -0.163 -2.635 2.421
C -0.841 -0.419 -1.082
C 0.935 0.471 0.580
C 0.882 1.239 -1.857
H -0.368 2.626 0.069
H -1.709 -0.679 -0.373
H 1.758 0.672 -2.028
H -1.267 2.242 -1.348
H -1.914 1.434 0.144
H 1.297 2.239 -1.643
H 1.435 1.293 0.944
H 0.280 1.171 -2.734
H -0.319 -1.356 -1.203
H -1.338 -0.180 -1.956
H -0.352 -4.685 1.673
```

Results
* energy relative to the best compared isomer or geometry (same formula, charge and spin): 69.04 kcal/mol
* SMILES string: C#CC1=NN1[C@@H](F)C(C)(C)C
* HOMO-LUMO gap (spin up / spin down): 8.5 / 8.5 eV

***

[8]
Density functional theory data (ωB97M-V/def2-TZVPD) for a single C4H7ClN2 molecule.

```
14
Properties=species:S:1:pos:R:3
Cl 2.978 -0.161 -1.888
N 0.855 -1.232 -1.070
N 1.353 -0.126 -1.202
C 0.361 2.015 0.654
C -1.062 0.017 -0.030
C -0.552 -1.307 -0.619
C -0.197 0.703 1.080
H -1.116 0.780 -0.696
H -1.973 -0.140 0.390
H 0.756 0.034 1.104
H -1.160 -1.427 -1.442
H -0.471 -2.233 -0.046
H 0.898 2.554 1.594
H -0.669 0.523 2.171
```

Results
* energy relative to the best compared isomer or geometry (same formula, charge and spin): 177.93 kcal/mol
* HOMO-LUMO gap (spin up / spin down): 8.3 / 8.3 eV

***

[9]
Density functional theory data (ωB97M-V/def2-TZVPD) for 2 unconnected molecules or ions with the total composition C4H10NP.

```
16
Properties=species:S:1:pos:R:3
P -0.091 -0.065 0.492
N 3.243 -0.167 0.641
C 3.255 0.950 0.409
C -0.220 -1.796 -0.101
C -0.053 0.908 -1.028
C -1.905 0.183 0.880
H -2.183 1.209 0.491
H 3.442 2.043 0.167
H -0.036 1.969 -0.598
H -1.166 -1.917 -0.497
H 0.939 0.656 -1.449
H -2.040 0.339 2.027
H 0.439 -1.883 -0.930
H -0.064 -2.633 0.552
H -2.508 -0.625 0.579
H -1.053 0.829 -1.635
```

Results
* energy relative to the best compared isomer or geometry (same formula, charge and spin): 25.90 kcal/mol
* SMILES string: CP(C)C.C#N
* HOMO-LUMO gap: 9.1 eV

***

[10]
Density functional theory data (ωB97M-V/def2-TZVPD) for a single C3H4N2O2 molecule.

```
11
Properties=species:S:1:pos:R:3
O 1.009 -0.074 -2.273
O -1.633 0.656 1.769
N 1.121 -0.786 -0.123
N -0.830 -0.102 0.714
C 0.312 -0.759 0.905
C 0.549 -0.087 -1.212
C -0.527 0.548 -0.523
H -0.958 1.353 2.032
H 1.631 -0.878 -2.439
H 0.448 -1.394 1.873
H -1.123 1.522 -0.721
```

Results
* energy relative to the best compared isomer or geometry (same formula, charge and spin): 141.08 kcal/mol
* SMILES string: Oc1cn(O)cn1
* HOMO-LUMO gap: 8.4 eV

***

[11]
Density functional theory data (ωB97M-V/def2-TZVPD) for 3 unconnected molecules or ions with the total composition C19H44ClFN7O7P2.

```
81
Properties=species:S:1:pos:R:3
Cl 2.782 -4.383 1.582
P -5.256 -3.113 0.337
P 3.693 1.825 -2.393
F 0.053 -0.568 4.088
O 2.904 1.077 2.499
O 4.496 1.374 4.101
O -0.945 1.397 2.388
O -0.362 0.042 0.755
O 4.452 1.025 -1.332
O 2.306 -4.293 4.133
O -4.971 -4.117 1.458
N 5.027 2.650 -3.058
N 1.461 -1.401 2.387
N -5.645 -2.108 -1.083
N 2.811 2.758 -1.239
N -6.761 -2.593 1.033
N 2.710 2.591 -3.665
N -3.974 -2.048 0.626
C 3.504 3.622 -0.295
C -4.050 -0.711 1.173
C -7.763 -3.656 0.995
C 2.442 -3.607 3.179
C 1.468 3.322 -3.458
C -6.951 -1.557 -1.409
C 2.638 1.814 -4.903
C 5.342 4.048 -2.922
C -0.245 0.421 1.929
C -2.623 -2.583 0.702
C 6.174 1.875 -3.496
C 5.262 0.206 2.190
C -6.795 -1.968 2.347
C 1.843 0.851 3.449
C -4.955 -2.526 -2.303
C 2.368 -2.038 3.347
C 4.159 0.950 3.028
C 1.849 1.927 -0.501
C 0.795 -0.225 2.930
H 3.909 4.505 -0.791
H -2.243 -2.580 1.729
H -6.883 -0.923 -2.301
H 1.306 1.265 -1.183
H 1.101 2.549 -0.003
H 3.439 -1.692 3.233
H 5.362 0.703 1.193
H 0.672 2.683 -3.063
H 4.312 3.104 0.235
H 5.972 4.391 -3.750
H -7.322 -0.905 -0.620
H -4.926 -0.171 0.801
H 6.474 2.178 -4.506
H 2.112 -1.850 4.416
H 1.772 1.146 -4.915
H -4.002 -3.009 -2.069
H -4.720 -1.655 -2.922
H 3.535 1.201 -5.035
H 4.444 4.669 -2.959
H 7.029 1.993 -2.820
H -6.253 -2.548 3.103
H -8.767 -3.246 1.147
H 2.342 1.304 0.248
H 6.227 0.234 2.755
H -2.581 -3.610 0.333
H 2.193 0.472 4.443
H 2.810 4.016 0.451
H -7.577 -4.424 1.756
H 5.021 -0.871 2.032
H -5.553 -3.231 -2.889
H 5.878 4.249 -1.987
H 1.114 3.744 -4.406
H -6.390 -0.958 2.312
H 1.607 4.175 -2.797
H -7.692 -2.337 -1.614
H -7.765 -4.148 0.016
H 2.586 2.483 -5.767
H -3.184 -0.114 0.873
H 5.934 0.812 -3.547
H -7.826 -1.843 2.691
H -4.079 -0.730 2.268
H -1.949 -1.995 0.073
H 2.017 -1.120 1.577
H 1.302 1.811 3.657
```

Results
* net charge: -1
* HOMO-LUMO gap: 6.4 eV

***

[12]
Density functional theory data (ωB97M-V/def2-TZVPD) for a single C2H4N4S2 molecule.

```
12
Properties=species:S:1:pos:R:3
S -1.897 -0.621 -0.420
S -3.177 -0.920 1.143
N 0.971 0.317 -0.212
N -0.440 0.829 1.407
N 0.749 1.340 1.650
N 1.549 1.088 0.724
C 1.477 -0.440 -1.254
C -0.497 0.145 0.355
H 1.991 -1.273 -0.686
H 0.695 -0.690 -1.906
H 2.292 -0.018 -1.699
H -3.714 0.242 0.898
```

Results
* energy relative to the best compared isomer or geometry (same formula, charge and spin): 59.22 kcal/mol
* SMILES string: Cn1nnnc1SS
* HOMO-LUMO gap: 9.4 eV

***

[13]
Density functional theory data (ωB97M-V/def2-TZVPD) for a molecular structure, C9H32B2O3Rb3.

```
49
Properties=species:S:1:pos:R:3
Rb -20.388 24.850 19.820
Rb -17.142 25.093 20.960
Rb -18.347 25.807 17.378
O -17.190 27.300 18.023
O -18.341 26.545 21.675
O -21.121 26.964 19.189
C -16.602 29.290 19.007
C -18.561 27.123 23.934
C -20.853 28.709 17.568
C -19.286 27.051 22.606
C -20.556 26.223 22.663
C -16.012 27.995 18.335
C -21.174 29.135 20.028
C -21.548 28.291 18.877
C -15.110 27.076 19.170
B -18.680 23.327 20.839
B -18.792 26.599 19.672
H -21.892 28.970 20.832
H -21.204 26.668 23.418
H -21.016 29.751 17.290
H -21.025 28.089 16.689
H -18.635 23.879 21.765
H -19.189 27.513 24.735
H -18.692 26.620 20.785
H -17.630 27.063 18.842
H -15.641 26.769 20.070
H -20.184 25.255 22.997
H -17.775 27.875 23.857
H -17.896 27.023 20.098
H -19.686 22.945 20.763
H -18.531 23.974 19.987
H -19.575 28.064 22.325
H -17.080 29.963 18.296
H -18.656 25.621 19.235
H -21.042 26.198 21.687
H -14.750 26.243 18.566
H -19.789 28.614 17.782
H -18.070 26.196 24.232
H -19.604 26.653 20.380
H -17.889 22.594 20.872
H -20.122 29.114 20.311
H -14.256 27.696 19.444
H -21.376 30.186 19.821
H -15.492 28.234 17.407
H -15.712 29.768 19.415
H -22.633 28.352 18.795
H -17.189 28.931 19.853
H -19.032 27.190 18.802
H -20.168 26.919 19.294
```

Results
* energy relative to the best compared isomer or geometry (same formula, charge and spin): 468.85 kcal/mol
* net charge: +1
* HOMO-LUMO gap: 9.8 eV

***

[14]
Density functional theory data (ωB97M-V/def2-TZVPD) for a molecular structure, C2H4HgO3.

```
10
Properties=species:S:1:pos:R:3
Hg 2.296 0.161 0.022
O 1.256 -1.288 -0.777
O 0.182 -1.054 0.106
O 0.892 1.531 -0.010
C -0.293 1.294 0.151
C -0.839 -0.094 0.227
H -1.023 2.119 0.192
H 0.445 -2.172 -0.562
H -1.596 -0.252 -0.556
H -1.319 -0.246 1.207
```

Results
* net charge: +2
* HOMO-LUMO gap: 8.6 eV

***

[15]
Density functional theory data (ωB97M-V/def2-TZVPD) for 2 unconnected molecules or ions with the total composition C2H4BrClN3.

```
11
Properties=species:S:1:pos:R:3
Br 3.189 -0.133 0.148
Cl -1.637 -1.912 -0.264
N -0.681 -0.390 0.367
N 0.544 -0.561 0.809
N 0.853 0.913 -0.919
C 1.425 0.107 -0.084
C -0.523 0.673 -0.712
H -1.821 0.514 1.298
H 0.774 -1.381 1.448
H -1.117 0.478 -1.686
H -1.008 1.691 -0.407
```

Results
* energy relative to the best compared isomer or geometry (same formula, charge and spin): 91.43 kcal/mol
* net charge: +1
* HOMO-LUMO gap (spin up / spin down): 6.9 / 7.4 eV

***

[16]
Density functional theory data (ωB97M-V/def2-TZVPD) for a single C3H7N3O molecule.

```
14
Properties=species:S:1:pos:R:3
O 0.993 0.407 -1.783
N -1.889 0.832 -0.385
N 1.034 -1.766 1.003
N 0.534 -0.734 -1.017
C 0.150 0.498 0.957
C 0.687 -0.623 0.318
C -0.694 1.230 0.095
H -2.114 -0.151 -0.314
H 1.948 0.359 -1.920
H 0.396 0.824 1.958
H -0.499 2.287 -0.078
H -2.372 1.398 -1.065
H 1.339 -2.532 0.423
H 0.488 -2.030 1.808
```

Results
* energy relative to the best compared isomer or geometry (same formula, charge and spin): 110.97 kcal/mol
* SMILES string: N/C=C\C(N)=N/O
* HOMO-LUMO gap: 7.8 eV